Below is 4 unconnected molecules or ions with the total composition CH9O4, with properties calculated with the ωB97M-V functional and the def2-TZVPD basis.

Last column: Mulliken charge in e.
Cartesian coordinates (Å):
1 C -2.362 0.118 0.671  -0.56
2 O -1.722 1.331 0.821  -0.52
3 H -2.325 -0.293 -0.350  0.23
4 H -1.967 -0.742 1.290  0.20
5 H -3.422 0.210 1.037  0.22
6 H 2.181 0.223 0.523  0.34
7 H 3.308 -0.736 0.226  0.31
8 O 2.834 -0.320 0.947  -0.72
9 H 0.804 -0.578 -1.323  0.44
10 H 1.619 -1.609 -0.404  0.29
11 O 1.066 -1.629 -1.258  -0.73
12 H -0.986 1.304 0.125  0.41
13 H 0.431 1.683 -1.507  0.14
14 O 0.541 1.039 -0.798  -1.06

Output
net charge = -1
relative energy (zero: lowest compared OMol25 entry of this formula, charge and spin) = 51.4 kJ/mol

=====

Below is 3 unconnected molecules or ions with the total composition C2H8O2, with properties calculated with the ωB97M-V functional and the def2-TZVPD basis.

Last column: Mulliken charge in e.
Cartesian coordinates (Å):
1 C 1.048 1.450 -1.823  -0.45
2 C -0.197 1.076 -1.643  -0.33
3 H 1.463 2.023 -2.646  0.22
4 H 1.830 1.286 -1.090  0.23
5 H -0.977 1.168 -2.395  0.22
6 H -0.549 0.491 -0.797  0.11
7 H 0.632 -2.876 0.400  0.31
8 H -0.241 -1.673 0.760  0.34
9 O 0.559 -2.145 1.028  -0.64
10 H -0.643 -0.794 2.983  0.34
11 H -1.915 0.062 2.777  0.32
12 O -1.011 -0.068 2.445  -0.66

Output
relative energy (zero: lowest compared OMol25 entry of this formula, charge and spin) = 69.8 kJ/mol
SMILES string = C=C.O.O

=====

Below is a molecular structure, C18H36Br10O8, with properties calculated with the ωB97M-V functional and the def2-TZVPD basis.

Last column: Mulliken charge in e.
Cartesian coordinates (Å):
1 Br -2.313 3.248 -1.865  -0.16
2 C -3.165 1.528 -1.568  0.13
3 C -4.234 1.369 -2.603  -0.65
4 Br -5.234 -0.256 -2.306  -0.16
5 H -3.593 1.566 -0.568  0.36
6 H -2.386 0.781 -1.617  -0.38
7 H -3.769 1.276 -3.583  0.38
8 H -4.925 2.203 -2.592  0.47
9 Br 2.932 0.476 -3.107  -0.08
10 C 3.637 -1.062 -4.046  -0.53
11 C 3.227 -2.289 -3.244  -0.19
12 Br 3.824 -3.897 -4.158  -0.15
13 H 4.716 -0.981 -4.120  0.43
14 H 3.193 -1.097 -5.035  0.38
15 H 2.147 -2.337 -3.135  0.08
16 H 3.652 -2.273 -2.245  0.06
17 Br -5.076 -0.367 1.600  -0.19
18 C -3.802 -1.794 1.880  -0.60
19 C -3.399 -2.459 0.580  0.02
20 Br -2.276 -3.979 1.015  -0.11
21 H -4.209 -2.523 2.574  0.46
22 H -2.926 -1.358 2.355  0.33
23 H -2.755 -1.818 -0.018  -0.31
24 H -4.251 -2.777 -0.012  0.42
25 Br -3.536 -3.453 -4.384  -0.16
26 C -2.657 -1.730 -4.637  -0.63
27 C -1.706 -1.500 -3.500  -0.02
28 Br -0.532 0.010 -3.930  -0.13
29 H -3.473 -1.015 -4.658  0.25
30 H -2.165 -1.758 -5.601  0.45
31 H -1.022 -2.339 -3.423  0.53
32 H -2.181 -1.340 -2.541  -0.30
33 Br 3.982 -3.286 0.379  -0.17
34 C 2.824 -4.222 1.640  -0.53
35 C 1.455 -4.320 0.991  -0.14
36 Br 0.326 -5.428 2.148  -0.21
37 H 2.768 -3.581 2.510  0.36
38 H 3.216 -5.212 1.832  0.44
39 H 1.477 -4.819 0.028  0.37
40 H 0.963 -3.360 0.873  -0.19
41 C 1.304 1.855 6.388  -1.59
42 C 1.024 1.895 4.912  0.54
43 C 0.494 3.250 4.396  -0.36
44 O 1.430 3.625 3.378  -0.38
45 C 2.485 2.777 3.371  0.72
46 O 3.463 2.932 2.721  -0.52
47 O 2.244 1.717 4.171  -0.38
48 H 0.393 2.135 6.926  0.40
49 H 2.167 2.435 6.703  0.37
50 H 1.489 0.824 6.704  0.38
51 H 0.348 1.074 4.671  0.27
52 H 0.470 3.988 5.194  0.36
53 H -0.470 3.141 3.903  0.26
54 C -0.175 1.878 1.110  -1.11
55 C 0.467 1.204 -0.067  1.23
56 C 1.808 0.479 0.245  -0.60
57 O 1.534 -0.912 0.072  -0.11
58 C 0.273 -1.090 -0.342  0.23
59 O -0.240 -2.142 -0.550  -0.45
60 O -0.398 0.081 -0.414  0.13
61 H -1.208 2.146 0.887  0.19
62 H 0.331 2.808 1.378  0.10
63 H -0.164 1.223 1.985  0.23
64 H 0.573 1.804 -0.968  -0.13
65 H 2.108 0.679 1.274  0.16
66 H 2.583 0.822 -0.430  0.18
67 O 1.562 3.761 -3.229  -0.61
68 H 0.713 3.417 -3.522  0.31
69 H 1.425 3.970 -2.294  0.31
70 O 1.102 4.658 -0.520  -0.60
71 H 0.373 4.528 0.093  0.27
72 H 1.738 5.207 -0.051  0.29

Output
relative energy (zero: lowest compared OMol25 entry of this formula, charge and spin) = 0.0 kJ/mol

=====

Below is a single C13H18N2O5 molecule, with properties calculated with the ωB97M-V functional and the def2-TZVPD basis.

Last column: Mulliken charge in e.
Cartesian coordinates (Å):
1 C -0.975 -0.127 1.466  -0.01
2 C -0.020 -0.744 0.402  0.42
3 C -0.354 0.874 2.451  -1.21
4 C 0.185 2.063 1.913  0.24
5 C -0.425 2.930 1.092  0.03
6 C 1.566 2.304 2.148  -0.23
7 C 0.158 4.197 0.614  -0.84
8 C 2.260 3.472 1.749  -0.98
9 C 1.518 4.503 1.102  0.79
10 C -0.481 -2.263 -1.651  0.19
11 C -1.752 -2.188 -2.399  0.10
12 C 0.110 -3.672 -1.693  0.48
13 C 0.972 -3.766 -2.989  -1.72
14 H -1.310 -1.385 3.167  0.27
15 H -2.620 -0.477 2.475  0.31
16 H -1.640 0.588 1.044  0.39
17 H 0.258 0.329 3.155  0.55
18 H -1.198 1.114 3.151  0.35
19 H -1.461 2.838 0.708  0.27
20 H 2.116 1.566 2.679  0.33
21 H -0.374 5.044 -0.075  0.12
22 H 3.233 3.607 2.009  0.51
23 H 1.785 6.272 0.272  0.33
24 H -1.635 -1.763 0.281  0.34
25 H 0.312 -1.584 -1.797  0.42
26 H -0.618 -4.555 -1.938  0.18
27 H 1.810 -4.217 -0.882  0.35
28 H 1.902 -3.452 -2.694  0.53
29 H 1.132 -4.720 -3.383  0.42
30 H 0.572 -3.150 -3.715  0.42
31 H -2.033 -1.233 -4.150  0.34
32 N -1.786 -1.031 2.286  -0.67
33 N -0.765 -1.636 -0.197  -0.25
34 O 1.168 -0.367 0.400  -0.71
35 O 2.142 5.684 1.012  -0.53
36 O -2.861 -2.541 -2.229  -0.49
37 O 0.912 -3.900 -0.614  -0.54
38 O -1.228 -1.584 -3.590  -0.48

Output
relative energy (zero: lowest compared OMol25 entry of this formula, charge and spin) = 466.7 kJ/mol
SMILES string = C[C@@H](O)[C@H](NC(=O)[C@@H](N)Cc1ccc(O)cc1)C(=O)O

=====

Number 1: E_HOMO -0.170 Ha. Number 2: E_HOMO -0.372 Ha. Number 3: E_HOMO -0.356 Ha. Number 4: E_HOMO -0.293 Ha.